No. 1
56
Properties=species:S:1:pos:R:3:forces:R:3 method="wB97M-V/def2-TZVPD" orbital_gap_ev="7.92 / 8.04" e_homo_ev="-8.21 / -8.17" multiplicity=1 charge=0 lumo_ev="-0.3 / -0.1"
Co -0.550848 -0.817940 -0.600197 0.6 -1.3 -1.9
C 1.202971 -1.694291 2.606869 -0.1 -0.1 -0.7
Si -0.346582 -1.010702 1.706915 -0.8 1.2 0.4
C -1.785273 -1.819614 2.662605 0.2 0.0 -0.4
C -0.402643 0.839214 2.228679 0.1 -0.6 0.1
C -0.372979 1.171116 3.585727 0.0 0.1 0.1
C -0.380200 2.492700 4.005729 0.0 -0.1 0.1
C -0.428310 3.512944 3.065468 0.0 0.1 -0.1
C -0.474944 3.196324 1.716624 0.0 0.0 0.1
C -0.458339 1.867040 1.285552 0.0 0.2 -0.6
Si -0.503424 1.520700 -0.596120 -0.5 0.1 1.1
C 0.945120 2.547370 -1.321103 -0.1 -0.6 0.0
C -2.036692 2.405843 -1.303338 0.2 -0.4 0.0
H 0.954713 -1.838114 3.659160 -0.1 0.0 0.0
H 2.039409 -0.994674 2.551911 0.0 0.0 0.0
H 1.529641 -2.656500 2.205570 0.0 0.0 0.1
H -1.669823 -1.590894 3.724284 0.0 0.0 0.0
H -1.800696 -2.905786 2.548371 0.0 0.0 0.0
H -2.749630 -1.432875 2.331639 0.0 0.0 0.0
H -0.343218 0.387801 4.337384 0.0 0.0 0.0
H -0.347899 2.731271 5.062233 0.0 0.0 0.0
H -0.431024 4.549470 3.381289 0.0 0.0 0.0
H -0.523508 3.998715 0.986121 0.0 0.0 0.0
H 0.668943 3.603222 -1.336914 -0.1 0.0 0.1
H 1.172571 2.244683 -2.345059 0.0 0.1 0.0
H 1.852536 2.444145 -0.723444 0.0 0.0 0.0
H -1.999169 3.469108 -1.056816 0.1 0.0 0.0
H -2.964473 1.993887 -0.909620 0.0 0.0 0.0
H -2.066741 2.305194 -2.391292 0.0 0.0 0.0
C 4.530687 -0.138032 -3.424020 0.0 -0.1 0.0
C 3.565747 -1.211194 -2.935022 -0.2 0.3 0.2
S 2.435374 -0.459495 -1.710267 0.9 -0.1 -0.1
O 1.256952 -1.401883 -1.597701 -0.5 0.1 0.5
C 3.422733 -0.749771 -0.197329 -0.3 0.0 -0.2
C 3.537420 -2.222512 0.155298 0.1 0.0 -0.1
H 5.166456 -0.536655 -4.213682 0.0 0.0 0.0
H 5.179759 0.209740 -2.619028 0.0 0.0 0.0
H 3.988159 0.720374 -3.819856 0.0 0.0 0.0
H 4.083492 -2.062939 -2.498928 -0.1 0.0 0.0
H 2.913103 -1.567460 -3.731416 -0.1 0.0 0.0
H 2.868876 -0.203177 0.569118 0.0 0.0 0.0
H 4.384235 -0.255917 -0.344812 0.0 0.0 0.0
H 2.586723 -2.721865 -0.032913 0.0 0.0 0.1
H 3.781007 -2.328482 1.211034 0.0 0.0 0.0
H 4.312845 -2.724973 -0.421660 0.0 0.0 0.0
Br -7.075978 -1.106649 -2.012526 0.1 0.0 0.0
C -5.211134 -1.148453 -1.617665 -0.1 -0.1 -0.1
C -4.724899 -0.431057 -0.539172 0.0 0.0 0.1
C -3.362328 -0.466593 -0.277191 -0.4 -0.3 -0.3
C -2.458839 -1.188225 -1.080200 0.5 1.4 1.8
C -3.005074 -1.905165 -2.143239 0.5 -0.1 -0.1
C -4.368359 -1.895733 -2.417710 -0.1 0.0 0.0
H -5.398431 0.141923 0.085510 0.0 0.0 0.0
H -3.005799 0.092226 0.581364 0.0 0.0 0.0
H -2.361951 -2.494984 -2.789355 0.0 0.0 0.0
H -4.770279 -2.462389 -3.246850 0.0 0.0 0.0

***

No. 2
61
Properties=species:S:1:pos:R:3:forces:R:3 method="wB97M-V/def2-TZVPD" orbital_gap_ev="3.05 / 6.07" e_homo_ev="-3.19 / -6.10" multiplicity=2 charge=0 e_above_lowest_ev=1.1717 lumo_ev="-0.1 / 0.0"
Hg 7.666546 10.044664 6.602521 0.1 -0.2 0.2
C 8.571295 6.205551 9.308849 0.2 1.2 0.5
N 7.236025 6.834328 9.344315 0.8 0.0 -0.8
C 6.196489 6.312039 10.201562 1.2 -0.1 0.8
C 6.954210 7.825995 8.471847 0.6 -0.8 -1.1
N 7.608321 7.985254 7.315306 -0.8 1.2 1.1
C 8.319537 6.982803 6.565321 -0.6 -0.1 -0.7
C 7.542720 5.924660 6.047704 -0.5 0.0 0.3
C 8.024928 5.017045 5.105614 0.6 0.1 0.2
C 9.323221 5.151685 4.618287 -1.0 1.2 0.9
C 10.148277 6.197667 5.137088 0.0 -0.3 0.2
C 11.485410 6.231137 4.671442 -0.6 -0.2 0.8
C 12.449455 6.974258 5.327047 -0.2 1.1 0.7
C 12.061335 7.773242 6.430129 0.1 -0.2 -1.3
C 10.696449 7.887150 6.819892 1.0 -1.1 -1.2
N 10.346647 8.902460 7.633267 -1.1 2.7 1.3
C 11.059251 9.551986 8.513275 -0.1 -0.9 -0.3
N 12.032783 8.966080 9.309211 -0.4 0.0 -0.5
C 12.103607 7.566709 9.577674 -0.6 -1.9 1.2
C 13.139757 9.696560 9.838296 0.1 0.4 0.3
N 10.846153 10.910643 8.731865 -0.3 0.0 0.6
C 10.871202 11.845523 7.600186 -1.8 -1.7 -0.7
C 10.642944 11.434357 10.098579 -0.1 -0.4 -0.8
C 9.665762 7.114943 6.169895 1.5 -0.9 -0.2
N 5.886705 8.653932 8.781762 0.6 -0.8 -0.4
C 4.769144 8.701292 7.850761 -1.6 1.2 1.0
C 5.863265 9.455990 9.998393 -0.7 -0.9 0.9
H 8.589455 5.277385 8.772453 -0.1 -0.4 -0.5
H 8.891646 5.989217 10.341249 -0.1 0.3 -0.2
H 9.268544 6.940122 8.824648 -0.6 -0.8 0.6
H 6.197297 5.220202 10.233930 0.4 0.1 0.1
H 5.263136 6.583386 9.802800 -1.3 0.5 -0.3
H 6.333866 6.751576 11.197900 -0.3 -0.4 0.1
H 6.526858 5.828076 6.442102 0.2 0.0 -0.3
H 7.413399 4.178610 4.787928 -0.1 0.2 0.0
H 9.716426 4.510252 3.861164 0.2 -0.4 -0.3
H 11.685233 5.483934 3.927407 0.5 0.0 -0.4
H 13.472693 7.043133 4.944455 -0.3 -0.2 0.3
H 12.761864 8.509600 6.847777 -0.2 -0.5 -0.1
H 11.405905 6.948935 8.951672 0.6 0.8 0.7
H 11.927947 7.334571 10.704874 -0.1 0.5 -1.6
H 13.114300 7.157335 9.408895 -0.2 0.3 -0.3
H 13.229562 10.657432 9.336001 -0.1 0.1 0.3
H 14.067592 9.153655 9.666808 0.1 -0.1 -0.1
H 13.014900 9.796573 10.922958 0.3 0.4 0.0
H 10.876611 11.183896 6.657691 0.5 1.3 1.3
H 11.690286 12.528464 7.718597 0.6 0.4 -0.4
H 9.918990 12.425647 7.536209 0.7 -0.2 0.2
H 10.395179 10.627911 10.796698 0.2 0.0 -0.2
H 9.817902 12.135256 10.132624 -0.5 0.1 -0.3
H 11.476841 12.004230 10.478151 0.7 0.0 0.2
H 4.721058 7.881113 7.126868 0.5 0.2 0.2
H 4.785863 9.686670 7.340215 -0.4 -0.6 -0.1
H 3.780642 8.652098 8.449183 1.4 0.1 -0.8
H 6.777730 9.232245 10.612308 -0.7 0.4 -0.7
H 4.964091 9.155997 10.664829 1.2 0.7 -1.0
H 5.821646 10.523983 9.700440 0.0 -0.5 0.5
Cl 8.590038 13.224851 4.810709 -0.4 -0.2 0.1
Si 7.160916 12.405166 6.063577 -0.2 -0.4 -0.3
Cl 5.237195 12.826471 5.306792 0.9 -0.4 0.1
Cl 7.200998 13.538667 7.770498 0.1 0.0 0.3

***

No. 3
85
Properties=species:S:1:pos:R:3:forces:R:3 method="wB97M-V/def2-TZVPD" orbital_gap_ev=9.90 e_homo_ev=-10.88 multiplicity=1 charge=0 lumo_ev=-1.0
K -3.415413 -0.489464 0.784147 -0.4 -0.2 -0.4
K -0.575387 -0.310151 3.810327 0.2 -0.4 1.0
N -4.327061 -2.130384 2.728957 1.1 -2.5 -0.6
S -3.083824 -3.116418 3.008040 0.5 -8.1 -2.9
O -3.325420 -4.366997 3.768265 0.3 3.8 -1.9
O -1.799684 -2.526333 3.076074 0.9 1.5 1.0
F -2.986938 -3.612864 1.454737 -0.6 0.2 0.8
S -4.305214 -1.518318 4.119260 -6.1 2.3 7.4
O -3.379359 -0.444876 4.178153 1.5 1.1 0.5
O -4.533906 -2.353665 5.366613 1.1 2.7 -4.6
F -5.726626 -0.680947 3.925262 1.3 -1.0 0.3
N -0.995888 0.237638 1.388257 1.2 4.5 -1.5
S -0.638436 1.940403 1.024267 -1.5 3.7 -1.3
O -1.046994 2.435746 -0.348551 1.4 -2.3 4.2
O 0.582128 2.441693 1.641885 -2.3 -1.2 -1.1
F -1.810337 2.547320 1.954660 0.5 -0.8 -0.4
S 0.215411 -0.274401 0.520628 4.8 -5.9 -3.0
O 1.606662 0.010520 0.975290 -3.6 0.2 -1.0
O -0.023017 -0.489489 -0.920004 0.4 1.6 2.8
F 0.109105 -1.814175 1.019320 -0.7 0.6 0.2
C -0.300742 6.170228 -2.493074 -0.3 1.2 -0.3
C 0.432942 4.889941 -2.568011 -1.2 -2.0 0.3
C 1.007420 4.516494 -3.922184 1.4 0.7 -0.9
O 2.319737 3.986566 -3.663173 -0.8 -0.1 1.7
C 2.534929 4.103179 -2.316632 2.2 -0.1 0.4
O 3.575491 3.755685 -1.817192 -1.5 0.3 -0.3
O 1.522048 4.734963 -1.646723 0.5 -0.3 -1.2
H -0.960617 6.245218 -3.357385 0.3 0.1 -0.5
H 0.408588 6.997811 -2.486138 -0.2 0.2 -0.1
H -1.042435 6.292045 -1.703666 0.6 -0.3 0.6
H -0.289149 4.106342 -2.338546 0.0 -0.2 0.4
H 1.231681 5.407420 -4.508733 -0.6 0.1 -0.4
H 0.481703 3.750368 -4.492067 -0.3 0.4 0.1
C -0.206088 1.117618 -3.593504 0.1 -0.1 0.2
C 0.673353 0.120617 -4.416854 -0.7 1.5 0.8
C 0.060098 -1.256431 -4.484157 0.3 -1.0 2.3
O 0.353673 -1.693703 -5.764714 -0.7 -1.1 -0.4
C 0.263034 -0.612423 -6.499135 0.3 1.0 -7.1
O -0.064237 -0.670421 -7.737122 1.4 0.9 5.8
O 0.760452 0.478848 -5.820603 -1.6 -1.1 -0.6
H -0.843028 1.824472 -4.125269 0.6 0.1 -0.8
H 0.431679 1.654550 -2.891333 -0.1 0.1 -0.1
H -0.983016 0.644696 -2.992817 0.4 -0.7 0.2
H 1.696792 0.158927 -4.043772 -0.1 -0.3 0.1
H -1.012428 -1.264766 -4.289946 -0.1 0.5 -0.3
H 0.462162 -1.993740 -3.789313 0.3 0.3 0.2
C 2.380478 3.371764 3.961098 0.3 1.3 1.6
C 2.547533 4.312556 5.195461 -1.3 0.3 -0.5
C 1.299967 4.574621 6.083474 -1.3 0.5 -3.1
O 1.740887 4.476279 7.373440 0.3 0.3 1.7
C 3.050227 4.222270 7.394442 3.6 -2.3 2.6
O 3.789347 4.110550 8.398374 -3.2 0.9 -3.8
O 3.469501 3.869872 6.119744 1.0 -0.3 2.4
H 2.005592 2.379786 4.213204 -0.3 0.2 0.3
H 3.360431 3.192527 3.518757 -0.2 0.4 -0.4
H 1.655800 3.923588 3.362407 0.3 -0.5 -0.6
H 2.856522 5.336740 4.986474 0.3 -0.1 -1.2
H 0.413917 4.003601 5.806081 0.2 -1.1 0.7
H 0.909076 5.561453 5.835549 0.4 0.5 0.5
C -4.218081 -5.080839 -4.024779 2.0 -0.8 0.8
C -2.943617 -4.137697 -3.953163 -2.0 -1.7 0.3
C -3.184938 -2.763512 -4.496573 0.1 -1.6 -2.7
O -3.037571 -1.902303 -3.448147 0.7 2.1 1.6
C -2.612064 -2.528417 -2.347611 -1.6 0.2 3.7
O -2.449540 -1.953246 -1.222390 -0.4 -2.8 -5.0
O -2.711220 -3.887988 -2.606415 1.3 2.3 3.6
H -4.214630 -5.655312 -4.951096 -0.5 0.4 -0.1
H -5.185602 -4.742708 -3.653743 0.1 1.0 -0.8
H -4.038421 -5.821396 -3.245425 0.4 -0.4 -0.1
H -2.012742 -4.619747 -4.251834 -0.4 -0.2 -0.9
H -4.189768 -2.764977 -4.918959 0.1 0.7 0.0
H -2.410184 -2.638421 -5.253019 -0.3 0.8 -0.3
C 3.625451 -5.425339 1.788930 0.5 -2.0 0.4
C 3.667040 -3.946671 1.995372 2.4 -0.2 -2.4
C 2.367688 -3.308466 1.771596 -2.3 2.2 0.9
O 1.882770 -3.235058 3.139719 0.4 -1.2 1.8
C 2.938907 -3.531084 4.036957 -0.8 1.5 -0.2
O 2.841244 -3.575977 5.236074 0.1 -0.1 -2.1
O 4.084968 -3.562653 3.281588 -1.1 -0.7 1.7
H 4.517165 -5.997764 2.044373 0.7 0.8 0.3
H 3.521326 -5.744027 0.751765 -0.7 0.5 -0.1
H 2.926751 -5.953616 2.437651 -0.7 0.3 -0.2
H 4.441836 -3.532709 1.350068 -0.1 0.0 -0.3
H 1.601873 -3.708294 1.106943 0.3 -1.2 0.4
H 2.258237 -2.266731 1.470091 1.5 0.2 -0.2

***

No. 4
57
Properties=species:S:1:pos:R:3:forces:R:3 method="wB97M-V/def2-TZVPD" orbital_gap_ev=9.38 e_homo_ev=-8.77 multiplicity=1 charge=0 e_above_lowest_ev=0.2228 lumo_ev=0.6
C 2.266479 -1.935070 3.082684 -0.1 0.0 0.1
C 1.250104 -0.831881 3.346049 0.2 0.0 -0.2
H 0.307826 -1.267344 3.686410 0.0 0.1 0.1
H 1.621776 -0.170530 4.133553 -0.1 0.0 0.0
C 0.965256 0.010537 2.093751 -0.5 0.0 0.0
N 2.192100 0.538400 1.532545 0.1 0.3 -0.8
S 2.054755 1.238208 0.013365 0.6 0.7 0.3
O 2.917809 2.388490 0.045219 0.2 -0.2 0.1
O 0.663419 1.470956 -0.289617 0.2 -0.4 -0.1
C 2.757914 0.064142 -1.122223 -0.1 0.3 0.2
C 3.981125 -0.493675 -0.815062 0.1 0.0 0.0
C 4.559486 -1.381762 -1.703492 -0.1 0.1 0.0
C 3.923825 -1.707298 -2.897338 0.0 0.0 0.0
C 2.695875 -1.122493 -3.187008 0.1 0.1 0.1
C 2.110980 -0.234056 -2.302751 -0.1 0.1 0.0
H 1.156870 0.223737 -2.508487 -0.1 0.0 -0.1
H 2.193634 -1.367919 -4.111529 -0.1 0.0 -0.1
C 4.539436 -2.690842 -3.845171 0.0 0.0 0.0
H 4.169058 -3.692837 -3.627630 0.0 -0.1 0.0
H 5.621911 -2.702803 -3.745590 0.1 0.0 0.0
H 4.280157 -2.453570 -4.874114 0.0 0.0 -0.1
H 5.514186 -1.830287 -1.469539 0.1 0.0 0.0
H 4.460092 -0.231843 0.114324 0.1 -0.1 0.1
H 2.691895 1.156280 2.153969 0.1 0.3 -0.1
H 0.288761 0.837513 2.348736 0.1 -0.2 0.0
C 0.350827 -0.844245 0.984035 -0.3 -0.5 0.4
O 1.082873 -1.431364 0.203173 0.0 -0.2 0.1
N -0.989395 -0.977195 0.941218 -0.1 -0.3 0.0
C -1.953359 -0.198623 1.686451 -0.1 0.5 0.1
H -1.563647 0.088424 2.662135 0.0 0.0 0.0
C -2.358692 1.026245 0.858734 -0.3 -0.3 0.3
C -3.277888 1.978306 1.620523 0.3 0.1 -0.2
C -3.619276 3.181517 0.744728 -0.3 -0.1 0.1
C -4.273618 2.736363 -0.560599 0.3 0.1 0.0
C -3.378846 1.750878 -1.312235 -0.2 -0.2 0.2
H -2.453229 2.250416 -1.599972 0.1 0.0 -0.1
H -3.881336 1.407543 -2.219297 0.1 0.0 -0.1
C -3.016850 0.532178 -0.449244 0.7 0.5 -0.5
C -2.014779 -0.371896 -1.179914 -0.3 -0.1 0.3
C -1.572188 -1.520949 -0.274224 0.1 -0.2 -0.4
H -0.815269 -2.130031 -0.768270 -0.2 0.0 0.1
H -2.432707 -2.137483 -0.005152 0.1 0.0 0.0
H -1.140427 0.222115 -1.445465 0.0 0.0 -0.1
H -2.477913 -0.771839 -2.081998 0.0 0.0 -0.1
O -4.162066 -0.264746 -0.189812 -0.2 -0.1 0.1
H -4.850895 0.309099 0.161329 0.0 -0.1 0.0
H -4.460720 3.605572 -1.193971 -0.1 0.0 0.0
H -5.245768 2.280361 -0.348290 -0.1 0.0 0.0
H -4.285927 3.859017 1.282876 0.1 0.1 0.0
H -2.699391 3.722941 0.515806 0.0 0.1 0.0
H -4.192722 1.459049 1.921904 -0.1 0.0 0.1
H -2.780392 2.315173 2.532827 0.0 -0.1 0.1
H -1.445544 1.559086 0.575228 -0.1 0.0 0.1
H -2.831742 -0.834427 1.843933 0.1 0.1 0.1
H 2.416099 -2.530120 3.980766 0.0 -0.1 0.1
H 3.216088 -1.503102 2.780881 0.1 -0.1 0.0
H 1.923970 -2.582315 2.280849 0.0 -0.1 -0.1